13
Properties=species:S:1:pos:R:3:forces:R:3 method="wB97M-V/def2-TZVPD" molar_mass_g_mol=85.106 smiles="CCC=O.C#N" gap_ev=11.16 homo_ev=-10.465 relative_energy_kj_mol=161.5
C -0.364989 1.817844 -0.295008 -0.038 0.094 -0.037
C 0.305870 0.584607 0.329245 0.022 -0.132 0.017
C 0.952779 -0.199476 -0.779671 -0.152 -0.482 -0.238
O 0.599374 -1.282986 -1.200409 0.242 0.683 0.283
H 0.288762 2.277043 -1.046611 -0.089 -0.027 0.132
H -1.300124 1.543184 -0.790487 0.130 0.019 0.052
H -0.584108 2.576876 0.459187 0.004 -0.135 -0.063
H 1.101684 0.905163 1.014877 -0.102 -0.051 -0.113
H -0.402772 -0.038780 0.885773 0.124 0.135 -0.153
H 1.805369 0.317677 -1.267355 -0.050 -0.040 0.013
C -0.793461 -2.860299 0.869057 -0.429 -0.059 0.930
N -1.264461 -2.938075 1.919951 0.440 0.022 -0.993
H -0.343922 -2.702778 -0.098550 -0.102 -0.028 0.171